The following is a quantum chemistry calculation of 6 unconnected molecules or ions with the total composition C33H76N4O6 in a non-equilibrium geometry, from the Open Molecules 2025 dataset.

max |F|	0.07019	Eh/bohr
charge	-1
2S+1	2

Cartesian coordinates (Å):
1 C 0.44014 5.41817 2.54633
2 C 0.66570 6.46300 1.42315
3 C 1.84217 7.31504 1.86053
4 C 3.21997 6.76749 1.60722
5 C 3.27931 6.21772 0.15097
6 C 2.14662 5.20760 -0.21999
7 N 0.87186 5.82352 0.10547
8 O -0.24853 5.12831 -0.35632
9 C 2.16938 5.01630 -1.77070
10 C 2.46742 3.85331 0.41425
11 C -0.58061 7.35953 1.47894
12 H -0.41849 4.77719 2.34635
13 H 0.36668 5.96081 3.48879
14 H 1.28767 4.73276 2.54840
15 H 1.72972 8.29313 1.39278
16 H 1.69820 7.60171 2.90226
17 H 3.48069 5.95780 2.28877
18 H 4.00915 7.49601 1.79314
19 H 4.25436 5.80790 -0.11254
20 H 3.23665 7.06230 -0.53676
21 H 2.03092 5.95171 -2.31288
22 H 3.16569 4.64272 -2.00711
23 H 1.49055 4.22880 -2.09799
24 H 1.55270 3.26058 0.40720
25 H 3.07965 3.20407 -0.21167
26 H 2.95080 3.84817 1.39119
27 H -0.66784 8.05374 0.64315
28 H -0.55035 7.94644 2.39693
29 H -1.51390 6.80019 1.41410
30 H -0.49295 5.68129 -1.10201
31 C -4.15230 0.51972 -0.38898
32 C -4.28720 -0.25893 -1.70974
33 C -4.39892 0.86402 -2.77510
34 C -4.26329 0.31743 -4.26733
35 C -2.93284 -0.46354 -4.37953
36 C -2.55581 -1.45713 -3.21911
37 N -3.00075 -0.94560 -1.91248
38 O -2.71383 -1.78543 -0.85902
39 C -3.24495 -2.80877 -3.70445
40 C -1.01518 -1.68229 -3.25623
41 C -5.50703 -1.22976 -1.71450
42 H -3.19968 1.03528 -0.26730
43 H -4.33477 -0.13663 0.46191
44 H -4.78564 1.40683 -0.39445
45 H -5.39137 1.27963 -2.60075
46 H -3.57033 1.53071 -2.53623
47 H -4.38193 1.10519 -5.01127
48 H -5.05487 -0.41200 -4.43890
49 H -2.26411 0.38868 -4.50048
50 H -2.81860 -0.94417 -5.35115
51 H -2.96415 -3.18785 -4.68707
52 H -3.25019 -3.57169 -2.92596
53 H -4.31421 -2.66608 -3.86075
54 H -0.67064 -1.93919 -4.25792
55 H -0.39500 -0.92305 -2.77973
56 H -0.81343 -2.58158 -2.67427
57 H -5.22634 -2.16760 -1.23518
58 H -5.58908 -1.51629 -2.76296
59 H -6.43462 -0.78402 -1.35534
60 H -2.02164 -1.30808 -0.39577
61 C 6.72930 -3.32545 -1.24825
62 C 5.11801 -3.40365 -1.18755
63 C 4.82366 -4.49420 -0.14107
64 C 3.32232 -4.36471 0.30087
65 C 3.04093 -2.98143 0.83673
66 C 3.31028 -1.88060 -0.13040
67 N 4.67299 -2.07652 -0.66985
68 O 5.03832 -1.12746 -1.55990
69 C 2.18172 -1.70619 -1.23636
70 C 3.40576 -0.55950 0.72604
71 C 4.60304 -3.90306 -2.56578
72 H 7.06272 -2.38114 -1.67861
73 H 7.24447 -4.13952 -1.75815
74 H 7.12746 -3.33221 -0.23359
75 H 4.98345 -5.49180 -0.55016
76 H 5.49659 -4.35844 0.70559
77 H 3.03380 -5.07925 1.07178
78 H 2.65269 -4.64029 -0.51384
79 H 3.63574 -2.74996 1.72032
80 H 1.97398 -2.89530 1.04239
81 H 1.93798 -2.62900 -1.76278
82 H 1.20237 -1.33026 -0.94032
83 H 2.56022 -0.99398 -1.96957
84 H 3.17408 0.29128 0.08526
85 H 2.77372 -0.64660 1.60982
86 H 4.38669 -0.39301 1.17118
87 H 3.52001 -3.98283 -2.65949
88 H 5.02388 -4.84504 -2.91745
89 H 4.81221 -3.23585 -3.40194
90 H 5.59638 -0.58883 -0.99416
91 C -0.61818 -0.85219 4.89825
92 O -0.38457 -1.21818 3.55615
93 H -1.13784 -1.62798 5.46059
94 H 0.35891 -0.59418 5.30669
95 H -1.15222 0.09744 4.93123
96 H -1.23189 -1.38434 3.13658
97 C -0.28658 0.61145 0.85143
98 O -0.60301 -0.74930 0.88089
99 H -0.04687 0.97377 1.85111
100 H 0.62359 0.85621 0.30389
101 H -1.08464 1.18696 0.38240
102 H -0.00064 -1.08441 1.54904
103 C -3.72370 -3.28593 4.19195
104 C -3.14205 -3.15201 2.75311
105 C -4.13435 -3.62702 1.65319
106 O -4.58946 -4.95303 1.91858
107 C -3.59525 -5.96739 2.01342
108 N -2.73679 -1.73339 2.50123
109 H -4.40569 -2.47323 4.44195
110 H -2.81590 -3.19596 4.78854
111 H -4.13266 -4.26194 4.45325
112 H -2.18972 -3.67808 2.68666
113 H -3.66269 -3.66583 0.67129
114 H -5.03753 -3.02638 1.54554
115 H -3.99990 -6.69469 2.71725
116 H -2.56354 -5.70357 2.24597
117 H -3.59490 -6.41004 1.01734
118 H -3.54003 -1.12158 2.47692
119 H -2.42732 -1.57545 1.55287

---

The following is a quantum chemistry calculation of a molecular structure, C19H39N2O3P3Zr in a non-equilibrium geometry, from the Open Molecules 2025 dataset.

ΔE to the lowest compared entry with this formula, charge and spin	123.1	kJ/mol
max |F|	0.11379	Eh/bohr
charge	+4

Cartesian coordinates (Å):
1 P -0.21702 0.19813 -2.74645
2 C -1.77486 1.01208 -3.24300
3 H -1.78162 0.98489 -4.33300
4 H -1.79769 2.04728 -2.89351
5 H -2.63342 0.46109 -2.85446
6 C 1.00203 1.32535 -3.51250
7 H 1.99191 0.86683 -3.53473
8 H 1.03347 2.25089 -2.92471
9 H 0.66110 1.52660 -4.52742
10 C -0.22279 -1.27767 -3.82142
11 H -0.27105 -0.91088 -4.85035
12 H -1.09984 -1.88925 -3.59498
13 H 0.69258 -1.85696 -3.66598
14 P -0.45163 -2.84800 1.07534
15 C -2.17409 -3.30241 1.48018
16 H -2.10956 -4.27831 1.96328
17 H -2.76341 -3.37116 0.56556
18 H -2.59875 -2.56852 2.16583
19 C 0.02790 -4.25336 -0.00109
20 H 1.11087 -4.28682 -0.11672
21 H -0.45995 -4.13582 -0.97290
22 H -0.32092 -5.15568 0.50223
23 C 0.40502 -3.24693 2.64370
24 H 0.20544 -4.30474 2.83492
25 H 0.00147 -2.63045 3.45068
26 H 1.48135 -3.07968 2.54021
27 P 1.07090 1.62058 2.13703
28 C -0.14957 2.51936 3.14469
29 H 0.40553 3.30347 3.65888
30 H -0.61194 1.84874 3.87096
31 H -0.90596 2.96070 2.49689
32 C 2.35244 1.18571 3.38002
33 H 2.50919 2.07530 3.98831
34 H 3.28025 0.89925 2.87888
35 H 1.97708 0.35994 3.99080
36 C 1.82227 2.99063 1.18966
37 H 2.24181 3.69783 1.91092
38 H 1.05279 3.48583 0.58403
39 H 2.61414 2.62387 0.52708
40 Zr 0.74686 -0.33109 -0.02975
41 C -1.61102 -1.30452 -0.87980
42 O -2.60963 -1.68639 -1.30766
43 C -0.82417 -0.42174 2.19885
44 O -1.53220 -0.44387 3.13207
45 C 3.03729 -1.08807 1.01445
46 C 3.23772 0.11598 0.28889
47 C 2.93903 0.17871 -1.09321
48 C 2.53787 -1.00763 -1.77197
49 C 2.34441 -2.20559 -1.05555
50 C 2.63197 -2.24836 0.32581
51 H 3.41456 -1.15570 2.03821
52 H 3.82246 0.93146 0.72333
53 H 3.25007 1.04747 -1.68797
54 H 2.58023 -1.06809 -2.85881
55 H 2.18030 -3.14195 -1.59902
56 H 2.74166 -3.20180 0.83704
57 C -3.70312 3.91907 -0.92067
58 N -2.45530 3.17918 -0.65917
59 C -2.32734 1.96042 -0.05356
60 N -3.45780 1.46025 0.50868
61 O -1.16145 1.31839 0.01076
62 H -4.51694 3.23042 -1.11388
63 H -3.56174 4.50728 -1.82574
64 H -3.98207 4.57344 -0.10088
65 H -1.56198 3.55761 -0.95890
66 H -3.37751 0.54516 0.93188
67 H -4.37762 1.93226 0.51974

---

no.,DFT total energy (eV)
1,-53691.9225
2,-58565.6418